# 1
This record from the OMol25 dataset describes a structure of composition C10H13BF8N4NaSSb. The level of theory is ωB97M-V/def2-TZVPD.

```
39
Properties=species:S:1:pos:R:3:forces:R:3
Na 1.550454 0.355005 0.082349 -0.456 -0.019 0.100
C -3.887884 -3.306218 -3.187429 -0.088 -0.060 0.021
C -2.578831 -2.834733 -3.805213 0.109 -0.056 -0.106
N -2.369826 -1.401044 -3.736419 -0.017 0.087 -0.002
C -2.130706 -0.810261 -2.509742 -0.075 -0.412 0.028
S -2.353241 0.903049 -2.363239 0.182 0.123 0.172
N -1.755747 -1.533455 -1.512154 -0.007 0.218 -0.162
N -1.498934 -0.760505 -0.374561 0.072 -0.022 -0.084
C -1.674202 -1.386307 0.823807 0.023 0.013 -0.025
C -2.558252 -2.588982 0.907555 -0.171 -0.140 0.030
C -1.066698 -0.872339 1.994741 -0.063 -0.135 -0.010
C -1.522199 -1.265464 3.283770 0.021 0.015 -0.014
C -0.941517 -0.737448 4.407066 0.026 0.016 -0.026
C 0.109184 0.173003 4.270094 0.019 0.016 -0.048
C 0.521201 0.476122 2.981647 0.089 0.062 0.113
N -0.018226 -0.012261 1.873898 0.026 0.048 0.164
H -3.974442 -4.392775 -3.247987 0.017 -0.027 0.003
H -4.746934 -2.875635 -3.706468 0.009 0.035 -0.014
H -3.942356 -3.017719 -2.138445 0.021 0.020 -0.008
H -2.530818 -3.117273 -4.860582 -0.029 -0.002 0.037
H -1.734209 -3.313048 -3.308548 -0.041 0.017 0.028
H -2.960322 -0.842713 -4.332839 0.045 -0.015 0.002
H -2.815395 -2.943961 -0.086418 0.050 0.030 0.032
H -3.492188 -2.351173 1.432063 -0.011 0.020 -0.011
H -2.086534 -3.408202 1.454285 0.043 0.016 0.016
H -2.341538 -1.961786 3.380691 -0.031 -0.016 -0.042
H -1.303319 -1.029257 5.385836 0.023 0.020 0.022
H 0.610824 0.619567 5.116163 -0.021 -0.029 0.040
H 1.367834 1.143328 2.842743 0.003 0.013 0.002
F 2.892915 -1.198880 0.953379 0.148 -0.164 -0.069
Sb 4.532549 -0.263329 0.621038 -0.142 -0.052 0.020
F 5.365130 -1.091923 2.082819 0.012 0.075 0.055
F 3.723314 1.094537 1.688285 0.225 -0.011 0.020
F 6.037348 0.795593 0.250479 0.015 -0.039 0.038
F 3.581555 0.573940 -0.824275 0.037 -0.046 -0.111
F 5.050074 -1.644364 -0.545134 0.132 0.089 0.025
F -0.215134 1.334530 -0.640827 -0.048 0.236 -0.289
B -1.512689 0.772615 -0.565690 -0.223 0.025 -0.113
F -2.264540 1.445170 0.368862 0.073 0.052 0.164
```
Forces are in eV/Å.

Results
Lowest unoccupied orbital energy (spin up / spin down) (eV): 2.467 / 2.463
Energy relative to the best compared isomer or geometry (same formula, charge and spin) (kcal/mol): 0.0
Highest occupied orbital energy (spin up / spin down) (eV): -3.16 / -5.17
<S²>: 0.770
Charge: -1
2S+1: 2
Total energy (eV): -60759.630
Max |F| (eV/Å): 0.47


# 2
This record from the OMol25 dataset describes a structure of composition C10H13BiO3 at a distorted geometry. The level of theory is ωB97M-V/def2-TZVPD.

```
27
Properties=species:S:1:pos:R:3:forces:R:3
Bi 0.055315 -0.450137 0.682181 0.223 -0.100 -0.564
C -1.571585 0.932663 2.628981 -0.246 -0.029 0.154
C -2.454785 0.717163 1.556481 -0.004 0.158 0.182
C -2.797185 -0.579837 1.187381 -0.100 -0.190 0.064
C -2.248685 -1.671437 1.877881 -0.194 0.046 0.193
C -1.404285 -1.456037 2.983681 -0.158 -0.113 -0.083
C -1.071785 -0.156037 3.360981 -0.076 0.183 0.032
H -1.375185 1.940463 2.969781 0.111 0.070 -0.066
H -2.918185 1.561963 1.067081 0.015 0.076 -0.093
H -3.528885 -0.748937 0.410581 -0.011 -0.018 -0.127
H -2.569885 -2.676537 1.641181 0.059 -0.085 -0.097
H -1.088485 -2.293937 3.589581 0.140 -0.085 -0.038
H -0.500385 0.016863 4.262781 0.169 0.017 -0.028
C 1.949015 0.134263 -3.403919 -0.254 0.093 0.194
C 1.515015 0.241163 -1.949519 1.230 0.282 -0.363
C 1.360915 1.674263 -1.458719 -0.165 -0.293 -0.283
O 0.206315 -0.359437 -1.736319 -0.519 -0.432 0.321
C 2.539515 -0.496837 -1.030519 -0.477 0.326 -1.007
O 3.648615 -0.768437 -1.309819 0.225 0.020 0.005
O 1.974815 -0.789037 0.167381 0.044 -0.368 1.312
H 1.230915 0.624063 -4.056819 -0.076 0.048 -0.007
H 2.065915 -0.904037 -3.708019 0.045 -0.100 0.009
H 2.914715 0.622863 -3.523919 0.022 -0.053 0.054
H 0.665915 2.220663 -2.093719 -0.063 -0.001 0.035
H 2.313815 2.198763 -1.442619 0.030 -0.039 0.153
H 0.941915 1.661163 -0.434519 0.098 0.365 0.058
H 0.146615 -1.195637 -2.237519 -0.068 0.222 -0.010
```
Forces are in eV/Å.

Results
Lowest unoccupied orbital energy (eV): -10.410
Highest occupied orbital energy (eV): -17.37
Charge: +2
Total energy (eV): -22544.805
Max |F| (eV/Å): 1.36